119
Properties=species:S:1:pos:R:3:forces:R:3:lowdin_charge:R:1 method="wB97M-V/def2-TZVPD" e_tot_ha=-1815.160601 e_lumo_ev=-2.41 homo_energy_ev=-12.620 total_charge=+1
C 0.139836 -5.110959 -0.316328 0.09 -0.05 -0.07 -0.06
C 1.049192 -3.966793 0.172987 -0.03 -0.31 -0.10 -0.14
C 0.248094 -2.963191 0.959610 0.52 0.18 -0.75 -0.48
O -0.438182 -3.224732 1.876557 -0.65 -0.32 1.13 0.20
O 0.311814 -1.653059 0.492734 0.61 0.31 -0.46 -0.04
C 1.140826 -0.762169 1.220295 -0.41 0.32 0.26 -0.14
C 2.605609 -0.747541 0.799960 0.11 -0.03 0.32 -0.02
N 2.923691 0.223446 -0.319039 0.14 0.10 0.09 -0.18
F 3.022603 1.477539 0.291120 -0.10 -0.15 -0.19 0.08
C 1.856422 0.417116 -1.358680 -0.21 0.13 -0.10 -0.12
C 1.569322 -0.846405 -2.165080 0.00 -0.10 -0.14 -0.02
C 4.234943 -0.061106 -0.977873 0.28 -0.10 -0.03 0.01
C 5.406525 -0.158684 0.035195 -0.54 -0.33 -0.20 -0.45
O 5.362312 0.446841 1.078390 -0.01 -0.07 0.14 0.11
N 6.377925 -1.055160 -0.315565 0.46 0.81 0.02 -0.14
C 6.843257 -1.028432 -1.712008 -0.03 -0.42 -0.08 -0.04
C 7.487146 -1.089455 0.650271 0.14 -0.27 0.05 -0.03
H -0.785367 -4.712081 -0.747888 0.19 -0.09 0.06 0.06
H 0.652195 -5.700199 -1.084740 -0.09 0.11 0.17 0.08
H -0.123542 -5.779622 0.506875 -0.01 0.18 -0.11 0.09
H 1.561165 -3.491196 -0.668068 -0.13 -0.04 0.15 0.09
H 1.809833 -4.368117 0.859959 -0.11 0.09 -0.19 0.13
H 0.705062 0.236203 1.082800 0.12 -0.18 0.22 0.13
H 1.095590 -0.970832 2.297974 0.03 -0.09 -0.22 0.13
H 2.986323 -1.727438 0.491368 -0.18 0.16 -0.03 0.15
H 3.221188 -0.391792 1.633054 -0.06 -0.07 -0.21 0.11
H 2.242081 1.223492 -1.983238 -0.08 -0.04 0.06 0.13
H 0.985099 0.807431 -0.826166 0.18 -0.20 -0.10 0.12
H 2.018886 -0.784851 -3.161187 -0.08 -0.04 0.20 0.10
H 0.489576 -0.969785 -2.265980 0.15 0.02 -0.06 0.08
H 1.933782 -1.754477 -1.675889 -0.08 0.21 -0.06 0.06
H 4.093918 -1.019210 -1.487021 -0.02 0.23 0.03 0.13
H 4.394582 0.727215 -1.721884 -0.01 -0.11 0.20 0.16
H 6.016700 -1.159992 -2.415236 0.12 0.04 0.10 0.08
H 7.374564 -0.096258 -1.943986 -0.08 -0.14 0.05 0.11
H 7.528398 -1.869129 -1.856038 -0.15 0.19 -0.01 0.10
H 7.099067 -1.246978 1.657985 0.04 0.05 -0.20 0.10
H 8.055667 -0.151436 0.635834 -0.08 -0.14 0.01 0.11
H 8.146723 -1.921174 0.384386 -0.14 0.18 0.04 0.10
C 1.160146 2.069184 7.977135 0.01 -0.01 0.00 -0.11
C 2.579268 1.737739 7.528339 -0.01 0.01 0.01 -0.27
C 3.023374 2.505978 6.284162 0.00 0.01 0.00 -0.23
C 2.178897 2.245307 5.035184 0.01 0.01 0.00 -0.22
C 2.098131 0.777559 4.617172 0.03 0.00 -0.01 -0.26
C 3.455746 0.172666 4.270002 -0.06 0.02 -0.09 -0.11
H 0.421340 1.809226 7.216865 0.00 0.00 0.00 0.06
H 0.897194 1.525333 8.884504 0.01 0.01 0.01 0.07
H 1.058776 3.135970 8.187124 -0.01 0.00 -0.01 0.08
H 2.665683 0.660761 7.355026 0.01 0.00 0.00 0.10
H 3.275633 1.964997 8.338733 -0.01 -0.01 0.01 0.11
H 4.071241 2.273939 6.074930 0.00 0.00 -0.01 0.10
H 2.993242 3.578105 6.499528 0.00 0.00 0.01 0.11
H 2.593867 2.828615 4.205986 0.00 -0.01 -0.01 0.11
H 1.165560 2.623018 5.191778 0.00 0.00 0.01 0.10
H 1.428733 0.708565 3.752557 0.00 0.00 0.00 0.08
H 1.626402 0.186918 5.406318 -0.02 0.01 0.00 0.11
H 3.939148 0.737319 3.466459 0.04 -0.01 0.03 0.06
H 3.361703 -0.871010 3.953949 0.00 0.00 0.01 0.07
H 4.132183 0.183637 5.124269 -0.01 -0.01 0.01 0.07
C -0.980840 5.264123 -3.930642 0.02 0.00 0.00 -0.10
C 0.193332 4.429346 -3.432354 -0.01 0.00 -0.03 -0.26
C -0.167261 3.514592 -2.262343 -0.16 0.05 -0.09 -0.23
C -0.647023 4.233394 -1.003718 -0.07 0.13 0.04 -0.22
C 0.341292 5.242638 -0.414357 0.09 -0.18 0.06 -0.25
C 1.617483 4.559835 0.082859 -0.08 0.05 -0.04 -0.11
H -1.356813 5.933669 -3.156306 0.00 0.01 0.00 0.07
H -0.691447 5.880205 -4.781680 0.00 -0.01 -0.01 0.07
H -1.806992 4.623933 -4.247370 -0.01 0.00 0.01 0.08
H 1.017114 5.089701 -3.146844 0.01 -0.01 0.01 0.10
H 0.570339 3.814314 -4.255188 0.00 0.01 0.01 0.10
H 0.699104 2.905730 -2.015693 0.22 -0.13 0.04 0.06
H -0.950586 2.817703 -2.584222 0.02 0.02 0.00 0.11
H -0.867223 3.487925 -0.233375 -0.04 -0.01 -0.02 0.08
H -1.596646 4.726597 -1.224769 0.01 0.04 0.06 0.11
H -0.134602 5.744915 0.429655 -0.03 0.03 -0.01 0.11
H 0.574177 6.024036 -1.141219 0.05 -0.02 0.00 0.10
H 1.355000 3.799946 0.825226 0.06 -0.03 0.00 0.07
H 2.313823 5.253536 0.554106 -0.06 0.06 -0.01 0.07
H 2.156685 4.068060 -0.729473 0.01 -0.01 -0.03 0.06
C -2.409098 1.212166 0.226904 0.03 -0.09 0.02 -0.12
C -3.438646 0.112444 0.467655 0.05 -0.05 -0.03 -0.25
C -4.377641 -0.115500 -0.716616 0.05 0.00 -0.02 -0.23
C -5.234283 1.089519 -1.107703 0.02 0.01 0.00 -0.22
C -6.116985 1.634480 0.014234 -0.02 0.00 0.00 -0.27
C -7.132948 0.624057 0.535898 0.01 0.01 0.00 -0.11
H -2.877621 2.184965 0.074767 -0.01 0.00 -0.02 0.07
H -1.732731 1.309460 1.080888 0.00 0.00 -0.01 0.07
H -1.807842 0.991979 -0.663613 -0.02 0.02 0.00 0.06
H -4.012486 0.348324 1.366756 -0.03 0.00 0.00 0.10
H -2.920598 -0.827608 0.679585 0.02 0.02 0.03 0.10
H -5.023779 -0.968403 -0.493385 0.00 0.00 0.00 0.10
H -3.776696 -0.415645 -1.583077 -0.02 0.01 0.00 0.09
H -5.868930 0.801384 -1.951339 -0.01 0.01 0.00 0.11
H -4.591915 1.894076 -1.478963 0.01 -0.01 0.00 0.10
H -6.644194 2.515794 -0.358590 -0.01 0.00 0.01 0.11
H -5.493811 1.986386 0.841954 0.01 0.01 -0.01 0.10
H -7.785847 0.279221 -0.268801 0.01 -0.01 0.00 0.08
H -7.762676 1.062832 1.309920 -0.01 0.01 -0.01 0.07
H -6.648267 -0.252689 0.968778 0.00 0.00 0.00 0.07
C -1.980510 -2.528943 -3.281342 0.02 0.03 0.01 -0.11
C -3.024253 -3.238910 -2.427950 0.04 0.00 0.04 -0.27
C -3.126994 -4.736517 -2.709454 0.00 -0.01 -0.01 -0.23
C -3.535161 -5.091083 -4.141024 0.01 0.00 0.00 -0.22
C -4.860503 -4.480740 -4.595736 -0.01 0.00 0.01 -0.27
C -6.055390 -4.922843 -3.757837 0.01 0.01 0.00 -0.11
H -2.209224 -2.599508 -4.345483 0.00 -0.01 0.00 0.07
H -1.927357 -1.466303 -3.031538 0.02 0.01 0.01 0.06
H -0.989828 -2.969279 -3.126772 0.01 -0.01 -0.02 0.07
H -3.995892 -2.762320 -2.577462 -0.02 -0.02 0.02 0.09
H -2.781464 -3.096059 -1.369876 -0.02 0.03 0.02 0.10
H -3.836852 -5.177710 -2.005945 -0.01 -0.01 0.00 0.11
H -2.160825 -5.207789 -2.495505 -0.02 0.00 -0.03 0.09
H -3.600417 -6.180268 -4.220610 -0.01 0.00 -0.01 0.11
H -2.746190 -4.787949 -4.835524 0.00 0.00 0.01 0.10
H -5.028490 -4.759420 -5.638628 -0.01 0.01 0.00 0.11
H -4.792048 -3.388650 -4.585458 0.01 0.00 -0.01 0.10
H -6.161693 -6.009468 -3.775827 0.00 0.00 0.01 0.08
H -6.982475 -4.491865 -4.136078 0.00 -0.01 -0.01 0.07
H -5.955444 -4.616677 -2.714976 0.00 0.00 0.00 0.06